Record 1
Density functional theory data (ωB97M-V with the def2-TZVPD basis set) for a cluster of 23 separate species, C11H68NO22 in total in a non-equilibrium geometry.

Positions of all 102 atoms, in Å:
C: -2.100 -0.276 -3.469
C: -2.498 -1.169 -2.404
C: -2.046 -0.701 -1.038
C: -0.488 -0.908 -0.901
N: 0.116 -0.354 0.295
C: 1.372 -1.104 0.626
C: 1.039 -2.261 1.594
C: 0.018 -1.544 2.545
C: -0.574 -0.523 1.658
C: 0.569 1.024 -0.009
C: -0.447 2.091 -0.318
C: -0.033 3.545 -0.547
H: -2.978 -0.245 -4.012
H: -1.158 -0.566 -4.067
H: -2.011 0.709 -3.201
H: -2.203 -2.239 -2.517
H: -3.481 -1.299 -2.408
H: -2.477 -1.454 -0.401
H: -2.510 0.190 -0.647
H: 0.209 -0.403 -1.730
H: -0.248 -1.879 -0.975
H: 2.171 -0.289 0.994
H: 1.968 -1.544 -0.151
H: 1.876 -2.553 2.105
H: 0.436 -3.167 1.205
H: 0.444 -1.076 3.417
H: -0.633 -2.460 2.927
H: -0.683 0.469 2.301
H: -1.653 -0.788 1.767
H: 1.352 1.053 -0.708
H: 0.956 1.507 0.922
H: -1.214 2.173 0.444
H: -1.035 1.717 -1.245
H: 0.362 3.599 -1.640
H: 0.817 3.997 0.103
H: -0.915 4.132 -0.478
O: 2.685 0.353 4.082
H: 3.066 0.821 3.267
H: 2.037 0.715 4.639
O: 0.270 0.934 4.924
H: -0.060 1.825 4.496
H: -0.515 0.249 5.103
O: -3.318 -2.649 3.074
H: -3.443 -3.042 2.260
H: -2.990 -3.331 3.713
O: -0.560 -5.237 2.001
H: -0.466 -6.166 2.363
H: -1.097 -5.524 1.295
O: -1.601 4.045 -3.391
H: -2.324 4.044 -2.720
H: -0.992 4.865 -3.180
O: -0.007 -2.933 -5.671
H: 0.507 -3.656 -5.431
H: 0.552 -2.262 -5.205
O: 1.701 -3.513 -2.202
H: 1.544 -3.967 -3.082
H: 1.775 -4.191 -1.629
O: -3.019 0.330 -7.147
H: -2.140 -0.166 -7.494
H: -2.485 0.825 -6.588
O: 1.552 -1.284 -3.896
H: 2.400 -0.982 -4.104
H: 1.704 -1.912 -3.090
O: -1.195 6.424 0.583
H: -1.204 6.353 1.669
H: -0.221 6.229 0.444
O: 1.413 5.538 1.114
H: 1.955 6.024 1.850
H: 2.031 5.649 0.322
O: 1.550 -5.427 -0.253
H: 1.132 -6.117 -0.791
H: 1.044 -5.089 0.314
O: 3.752 2.139 2.200
H: 3.785 1.831 1.331
H: 3.219 2.874 2.083
O: -2.740 6.263 -1.519
H: -3.225 5.409 -1.389
H: -2.060 6.311 -0.861
O: 0.853 1.453 -3.457
H: 1.111 0.532 -3.701
H: 0.129 1.731 -3.965
O: 3.711 -3.168 3.833
H: 3.956 -3.105 4.723
H: 3.588 -2.286 3.511
O: 1.620 3.151 2.249
H: 1.445 4.081 1.935
H: 0.835 3.087 2.699
O: -4.635 -3.607 0.847
H: -4.219 -3.741 0.153
H: -5.412 -3.122 0.571
O: 4.231 1.726 -0.469
H: 5.240 1.848 -0.200
H: 3.993 2.505 -1.173
O: 1.722 3.938 -3.935
H: 1.485 4.277 -4.776
H: 1.234 3.107 -3.826
O: -0.675 -2.631 6.246
H: -1.028 -2.966 5.431
H: 0.288 -2.711 6.626
O: -1.779 -4.380 4.575
H: -2.541 -4.924 4.819
H: -1.481 -4.801 3.764

For the highest occupied orbital energy, the calculation gives -0.448 Eh. As for the HOMO-LUMO gap: 9.4 eV. The net charge is +1. The energy comes out at -59031.401 eV. Its multiplicity is 1. For the energy relative to the best compared isomer or geometry (same formula, charge and spin), the calculation gives 235.8 kJ/mol.

***

Record 2
Density functional theory data (ωB97M-V with the def2-TZVPD basis set) for a structure of composition C11H6Cl3INO6SSeV in a non-equilibrium geometry.

Positions of all 31 atoms, in Å:
V: -0.183 1.210 0.140
S: 3.794 -0.361 1.393
C: 3.861 1.357 1.276
C: 2.672 1.896 0.914
C: 1.662 0.900 0.715
C: 2.156 -0.360 0.940
C: 1.298 -1.486 0.625
C: 1.557 -2.838 0.772
C: 0.605 -3.732 0.310
C: -0.555 -3.255 -0.280
C: -0.751 -1.887 -0.353
N: 0.153 -1.031 0.106
H: 4.788 1.866 1.487
H: 2.506 2.954 0.781
H: 2.482 -3.167 1.224
H: 0.770 -4.798 0.400
H: -1.308 -3.925 -0.667
H: -1.643 -1.468 -0.797
O: 1.621 2.036 -2.999
Se: 0.177 2.242 -2.370
O: -0.418 0.790 -1.681
O: 0.278 2.791 -0.724
O: -0.921 3.055 -3.176
Cl: -5.421 1.132 0.274
C: -3.792 0.962 -0.365
Cl: -3.819 0.063 -1.900
Cl: -3.092 2.557 -0.622
C: -2.949 0.089 0.608
O: -3.436 -0.844 1.173
O: -1.674 0.408 0.727
I: -0.417 2.843 2.072

For the highest occupied orbital energy, the calculation gives -0.342 Eh. As for the HOMO-LUMO gap: 6.8 eV. The energy comes out at -172813.930 eV. Its multiplicity is 1. For the energy relative to the best compared isomer or geometry (same formula, charge and spin), the calculation gives 20.7 kJ/mol.

***

Record 3
Density functional theory data (ωB97M-V with the def2-TZVPD basis set) for a structure of composition C11H7BrNSTi in a non-equilibrium geometry.

Positions of all 22 atoms, in Å:
Ti: -0.575 -0.081 -2.709
Br: 1.873 -0.081 -2.680
C: 1.916 -0.081 -0.777
C: 3.171 -0.081 -0.160
C: 3.262 -0.081 1.229
C: 2.101 -0.081 2.003
C: 0.833 -0.081 1.400
C: -0.339 -0.081 2.176
C: -1.598 -0.081 1.573
C: -1.701 -0.081 0.187
C: -0.546 -0.081 -0.591
C: 0.734 -0.081 -0.012
H: 4.081 -0.081 -0.755
H: 4.236 -0.081 1.710
H: 2.194 -0.081 3.087
H: -0.279 -0.081 3.263
H: -2.496 -0.081 2.187
H: -2.673 -0.081 -0.297
S: -2.979 -0.081 -2.709
C: -4.739 -0.076 -2.709
N: -5.899 -0.073 -2.709
H: -0.575 1.680 -2.709

For the highest occupied orbital energy (spin up / spin down), the calculation gives -0.307 / -0.316 Eh. As for the HOMO-LUMO gap (spin up / spin down): 7.6 / 7.7 eV. The expectation value of S² is 0.761. The energy comes out at -116999.914 eV. Its multiplicity is 2.